The following is a quantum chemistry calculation of one molecule with the formula C3H6O at a distorted geometry, from the OMol25 dataset.

## Properties
HOMO level: -0.36188 Ha
max |F|: 0.046 Eh/bohr
HOMO-LUMO gap: 0.4026 hartree
energy relative to the best compared isomer or geometry (same formula, charge and spin): 1.714 eV

```
10
C3H6O | the OMol25 dataset | wB97M-V/def2-TZVPD
O 0.127 0.480 -1.857
C 0.262 -0.435 -0.786
C 0.655 0.154 0.567
C -0.839 -0.260 0.207
H 0.518 1.392 -1.701
H 0.668 -1.372 -1.157
H 0.846 1.213 0.761
H 1.022 -0.542 1.330
H -1.299 -1.003 0.869
H -1.547 0.617 -0.094
```

Atomic partial charges in e from the natural (NBO) method, atoms 1 to 2: -0.73 0.08

The following is a quantum chemistry calculation of C10H30N2P2RuS as an isolated structure at a distorted geometry, from the OMol25 dataset.

## Properties
HOMO level (alpha / beta): -0.48126 / -0.60257 Ha
max |F|: 0.065 Eh/bohr
HOMO-LUMO gap (alpha / beta): 0.2660 / 0.2736 hartree
energy relative to the best compared isomer or geometry (same formula, charge and spin): 0.110 eV
⟨S²⟩: 6.02
net charge: +2
spin multiplicity: 5

```
46
C10H30N2P2RuS | the OMol25 dataset | wB97M-V/def2-TZVPD
Ru 0.888 -0.429 -1.115
H 3.416 -0.441 -1.536
H 3.299 -1.181 -1.669
P 0.737 1.822 -1.367
P -0.610 -1.987 -1.773
C -1.454 -2.891 -0.424
H -2.066 -3.707 -0.832
H -0.717 -3.315 0.273
H -2.109 -2.198 0.119
C -1.922 -1.876 -3.045
H -1.510 -1.456 -3.975
H -2.350 -2.861 -3.269
H -2.729 -1.218 -2.687
C 0.569 -3.201 -2.442
H 1.335 -3.380 -1.679
H 0.071 -4.133 -2.704
H 1.038 -2.766 -3.331
C -0.418 2.789 -2.381
H -0.116 3.845 -2.407
H -0.433 2.393 -3.402
H -1.425 2.707 -1.956
C 0.724 2.709 0.226
H 1.526 2.341 0.876
H 0.844 3.787 0.062
H -0.231 2.517 0.728
C 2.386 2.192 -2.040
H 2.450 1.775 -3.051
H 2.557 3.273 -2.067
H 3.133 1.696 -1.412
H 0.421 0.039 -2.580
H -0.454 0.078 -0.361
S 1.457 -1.051 1.115
C 0.367 -0.353 2.253
N -0.748 -1.006 2.642
C -1.439 -0.665 3.896
C -1.408 0.847 4.057
C -0.002 1.425 3.959
N 0.673 0.850 2.781
H -0.772 -1.982 2.346
H -0.922 -1.153 4.733
H -2.458 -1.070 3.829
H -1.817 1.103 5.040
H -2.030 1.304 3.277
H 0.609 1.182 4.842
H 0.001 2.518 3.820
H 1.640 1.127 2.629
```

Atomic partial charges in e from the natural (NBO) method, atoms 1 to 2: 0.46 0.00

The following is a quantum chemistry calculation of C18H17F6N4O9RhS3 as an isolated structure, from the OMol25 dataset.

## Properties
HOMO level (alpha / beta): -0.10554 / -0.10556 Ha
max |F|: 0.005 Eh/bohr
HOMO-LUMO gap (alpha / beta): 0.2538 / 0.2538 hartree
energy relative to the best compared isomer or geometry (same formula, charge and spin): 0.332 eV
net charge: -2

```
58
C18H17F6N4O9RhS3 | the OMol25 dataset | wB97M-V/def2-TZVPD
Rh 0.241 0.185 -1.412
C 4.773 -4.117 -5.515
C 3.508 -3.331 -5.293
C 2.839 -2.732 -6.351
C 1.682 -1.988 -6.138
C 1.182 -1.843 -4.857
C 1.845 -2.431 -3.784
C 2.993 -3.169 -4.006
S -0.308 -0.885 -4.547
O -1.247 -1.823 -3.980
O -0.635 -0.313 -5.839
N 0.102 0.211 -3.499
C 0.927 1.276 -4.089
C 1.611 2.163 -3.049
O 2.310 3.087 -3.453
O 1.386 1.887 -1.811
H 4.974 -4.247 -6.579
H 4.709 -5.108 -5.059
H 5.634 -3.610 -5.072
H 3.230 -2.840 -7.358
H 1.159 -1.512 -6.956
H 1.464 -2.281 -2.781
H 3.509 -3.620 -3.165
H 0.330 1.926 -4.732
H 1.731 0.876 -4.719
F -3.338 1.897 8.246
C -4.174 1.991 7.201
F -5.005 3.008 7.431
F -4.890 0.866 7.145
S -3.177 2.252 5.673
O -2.361 1.057 5.592
O -2.481 3.486 5.894
N -4.374 2.299 4.671
S -4.204 2.346 3.102
O -2.861 2.586 2.660
O -5.300 3.051 2.514
C -4.524 0.589 2.640
F -3.602 -0.223 3.168
F -4.490 0.455 1.314
F -5.725 0.186 3.071
N 0.440 1.175 5.646
C 1.435 1.234 4.736
O 2.597 1.453 5.046
C 1.058 0.975 3.299
C 1.996 1.272 2.320
C 1.697 1.024 0.995
N 0.532 0.479 0.612
C -0.380 0.219 1.551
C -0.162 0.452 2.899
H 0.677 1.448 6.583
H -0.542 1.123 5.413
H 2.951 1.690 2.601
H 2.376 1.273 0.192
H -1.318 -0.182 1.199
H -0.952 0.233 3.602
C -0.486 -1.443 -1.071
H -0.520 -1.892 -0.066
H -0.843 -2.138 -1.837
```

Atomic partial charges in e from the natural (NBO) method, atoms 1 to 2: 0.51 -0.62

Copy entry 2 word for word.
The following is a quantum chemistry calculation of C10H30N2P2RuS as an isolated structure at a distorted geometry, from the OMol25 dataset.

## Properties
HOMO level (alpha / beta): -0.48126 / -0.60257 Ha
max |F|: 0.065 Eh/bohr
HOMO-LUMO gap (alpha / beta): 0.2660 / 0.2736 hartree
energy relative to the best compared isomer or geometry (same formula, charge and spin): 0.110 eV
⟨S²⟩: 6.02
net charge: +2
spin multiplicity: 5

```
46
C10H30N2P2RuS | the OMol25 dataset | wB97M-V/def2-TZVPD
Ru 0.888 -0.429 -1.115
H 3.416 -0.441 -1.536
H 3.299 -1.181 -1.669
P 0.737 1.822 -1.367
P -0.610 -1.987 -1.773
C -1.454 -2.891 -0.424
H -2.066 -3.707 -0.832
H -0.717 -3.315 0.273
H -2.109 -2.198 0.119
C -1.922 -1.876 -3.045
H -1.510 -1.456 -3.975
H -2.350 -2.861 -3.269
H -2.729 -1.218 -2.687
C 0.569 -3.201 -2.442
H 1.335 -3.380 -1.679
H 0.071 -4.133 -2.704
H 1.038 -2.766 -3.331
C -0.418 2.789 -2.381
H -0.116 3.845 -2.407
H -0.433 2.393 -3.402
H -1.425 2.707 -1.956
C 0.724 2.709 0.226
H 1.526 2.341 0.876
H 0.844 3.787 0.062
H -0.231 2.517 0.728
C 2.386 2.192 -2.040
H 2.450 1.775 -3.051
H 2.557 3.273 -2.067
H 3.133 1.696 -1.412
H 0.421 0.039 -2.580
H -0.454 0.078 -0.361
S 1.457 -1.051 1.115
C 0.367 -0.353 2.253
N -0.748 -1.006 2.642
C -1.439 -0.665 3.896
C -1.408 0.847 4.057
C -0.002 1.425 3.959
N 0.673 0.850 2.781
H -0.772 -1.982 2.346
H -0.922 -1.153 4.733
H -2.458 -1.070 3.829
H -1.817 1.103 5.040
H -2.030 1.304 3.277
H 0.609 1.182 4.842
H 0.001 2.518 3.820
H 1.640 1.127 2.629
```

Atomic partial charges in e from the natural (NBO) method, atoms 1 to 2: 0.46 0.00